# 1
Computed, not measured: C24H56AgO13S9Tl as an isolated structure in a non-equilibrium geometry, with ωB97M-V/def2-TZVPD.

The value obtained for the total energy is -5828.09294 Eh.

The geometry in ORCA input format:
```
! wB97M-V def2-TZVPD RIJCOSX def2/J DEFGRID3
* xyz 2 1
Ag 0.288 -3.232 5.038
Tl -2.669 5.471 -4.945
C -1.628 -0.097 -0.291
C -1.383 1.144 -0.919
C -0.044 1.994 -0.678
O 0.111 2.953 -1.395
C 0.782 1.507 0.420
C 0.436 0.368 1.104
C -0.706 -0.516 0.667
O -1.021 -1.661 1.130
O 1.378 -0.122 1.902
O -2.254 1.687 -1.617
H -2.555 -0.564 -0.589
H 1.590 2.191 0.635
C 0.913 -0.473 -8.314
S 1.180 0.242 -6.579
O 0.052 1.191 -6.233
C 0.856 -1.312 -5.635
H 0.031 -1.108 -8.397
H 1.788 -1.109 -8.441
H 0.883 0.240 -9.138
H -0.226 -1.421 -5.568
H 1.240 -1.361 -4.616
H 1.276 -2.130 -6.221
C -5.721 -5.931 1.247
S -7.309 -5.052 1.095
O -8.322 -5.740 1.997
C -6.780 -3.420 1.683
H -5.607 -6.055 2.324
H -4.920 -5.335 0.807
H -5.895 -6.926 0.838
H -6.018 -3.035 1.006
H -6.271 -3.427 2.647
H -7.604 -2.721 1.828
C -5.876 4.242 1.020
S -5.425 5.955 0.933
O -4.506 6.213 -0.270
C -7.003 6.700 0.442
H -6.201 3.986 0.012
H -6.716 4.040 1.684
H -4.979 3.768 1.419
H -7.233 6.428 -0.588
H -6.739 7.757 0.494
H -7.732 6.450 1.213
C 9.854 1.590 4.005
S 9.468 0.211 2.899
O 9.719 0.722 1.535
C 7.696 0.288 3.366
H 9.571 1.357 5.032
H 9.307 2.466 3.658
H 10.886 1.938 4.007
H 7.151 -0.578 2.990
H 7.290 1.151 2.838
H 7.595 0.329 4.451
C -0.642 5.847 5.357
S 1.028 6.110 6.131
O 1.024 5.329 7.444
C 1.946 5.082 4.931
H -1.462 6.110 6.025
H -0.792 4.796 5.110
H -0.763 6.546 4.530
H 1.285 4.862 4.093
H 2.274 4.097 5.265
H 2.855 5.522 4.521
C 4.756 6.584 -4.859
S 3.282 7.690 -4.412
O 2.142 6.855 -4.885
C 3.403 7.456 -2.526
H 4.927 6.614 -5.935
H 4.528 5.556 -4.579
H 5.741 6.933 -4.549
H 3.561 6.406 -2.280
H 2.550 7.895 -2.008
H 4.302 7.993 -2.223
C 0.042 -8.058 3.130
S 1.320 -8.272 4.434
O 1.633 -6.854 4.984
C 0.468 -9.312 5.710
H -0.877 -7.688 3.586
H -0.245 -8.988 2.641
H 0.401 -7.300 2.434
H -0.119 -10.097 5.233
H -0.269 -8.738 6.272
H 1.041 -9.734 6.536
C -7.075 -0.103 -3.376
S -6.459 0.287 -5.081
O -6.082 1.770 -5.126
C -4.995 -0.763 -5.102
H -8.078 0.300 -3.234
H -6.428 0.438 -2.685
H -7.129 -1.157 -3.106
H -4.476 -1.057 -4.189
H -4.227 -0.238 -5.670
H -5.221 -1.717 -5.578
C 4.393 -4.587 -0.329
S 5.269 -5.659 -1.564
O 6.718 -5.292 -1.289
C 4.992 -7.177 -0.480
H 4.538 -4.903 0.704
H 3.327 -4.663 -0.546
H 4.618 -3.529 -0.465
H 5.819 -7.164 0.229
H 5.148 -8.026 -1.145
H 4.013 -7.255 -0.007
*
```

=====

# 2
Computed, not measured: a 6-piece molecular cluster, C14H46BN7O6 overall in a non-equilibrium geometry, with ωB97M-V/def2-TZVPD.

The energy relative to the best compared isomer or geometry (same formula, charge and spin) comes out at 128.3 kcal per mole. The value obtained for the total energy is -1420.31015 Eh.

The geometry in ORCA input format:
```
! wB97M-V def2-TZVPD RIJCOSX def2/J DEFGRID3
* xyz 0 1
N 0.694 -0.345 0.367
H 0.545 -1.194 0.894
H 1.627 -0.002 0.541
H 0.005 0.285 0.754
H 0.696 -0.423 -0.640
B -2.398 2.141 2.339
H -2.325 2.095 1.264
H -2.881 3.075 2.582
H -2.826 1.236 2.742
H -1.404 2.145 2.760
C 2.399 1.984 5.554
O 3.387 1.481 4.643
C 3.215 0.089 4.398
C 4.307 -0.625 3.615
N 4.315 -0.236 2.193
C 5.161 0.959 1.864
C 5.062 1.262 0.335
O 3.757 1.688 -0.087
C 3.284 2.938 0.418
H 2.331 1.261 6.366
H 1.471 1.902 4.988
H 2.641 2.929 6.040
H 2.205 -0.054 4.013
H 3.049 -0.469 5.319
H 4.042 -1.676 3.734
H 5.263 -0.550 4.134
H 4.775 -0.972 1.675
H 6.199 0.689 2.060
H 5.039 1.861 2.463
H 5.229 0.334 -0.213
H 5.774 2.023 0.016
H 4.040 3.718 0.509
H 2.774 2.700 1.351
H 2.500 3.276 -0.260
C -3.775 0.476 -7.158
O -2.692 0.141 -6.257
C -3.157 -0.047 -4.943
C -1.931 -0.156 -3.922
N -1.092 -1.390 -3.907
C -1.714 -2.647 -3.280
C -0.721 -3.840 -3.146
O -0.565 -4.508 -4.382
C 0.448 -5.510 -4.304
H -3.336 0.810 -8.098
H -4.454 1.179 -6.677
H -4.323 -0.450 -7.332
H -3.738 -0.967 -4.883
H -3.734 0.812 -4.599
H -2.390 -0.166 -2.933
H -1.413 0.802 -3.979
H -0.734 -1.542 -4.839
H -2.609 -3.007 -3.789
H -1.999 -2.455 -2.246
H -0.972 -4.580 -2.385
H 0.258 -3.442 -2.881
H 0.555 -6.000 -5.271
H 0.107 -6.215 -3.546
H 1.390 -5.045 -4.016
C -1.764 -4.414 3.709
O -0.868 -4.154 2.978
N -2.032 -5.534 4.260
N -2.763 -3.638 3.868
H -1.375 -6.292 4.377
H -2.971 -5.597 4.628
H -3.377 -3.923 4.618
H -2.733 -2.742 3.405
C -2.935 6.500 -0.501
O -3.034 7.690 -0.838
N -3.846 5.551 -0.713
N -1.938 6.071 0.241
H -4.620 6.017 -1.165
H -3.869 4.775 -0.067
H -1.948 5.149 0.654
H -1.287 6.763 0.586
*
```

=====

# 3
Computed, not measured: C3H3I3O as an isolated structure in a non-equilibrium geometry, with ωB97M-V/def2-TZVPD.

The energy relative to the best compared isomer or geometry (same formula, charge and spin) comes out at 71.8 kcal per mole. The value obtained for the total energy is -1084.28039 Eh.

The geometry in ORCA input format:
```
! wB97M-V def2-TZVPD RIJCOSX def2/J DEFGRID3
* xyz 0 1
C 1.761 0.232 0.030
C 0.556 -0.172 -0.448
C -0.700 0.469 -0.213
O -1.380 -0.526 1.276
I -0.793 2.311 0.725
I -2.080 0.157 -1.719
I -2.648 -1.924 1.064
H 2.643 -0.427 -0.242
H 1.877 0.976 0.669
H 0.764 -1.094 -1.141
*
```

=====

# 4
Computed, not measured: a 3-piece molecular cluster, C19H34BrF2N2O7PS2 overall in a non-equilibrium geometry, with ωB97M-V/def2-TZVPD.

As for the SMILES: CCN(CC)C(=S)SCCC[C@@H](OCBr)[C@H](N)P(C)C.O=C1OC[C@@H](F)O1.O=C1OC[C@@H](F)O1. The value obtained for the total energy is -5292.03066 Eh.

The geometry in ORCA input format:
```
! wB97M-V def2-TZVPD RIJCOSX def2/J DEFGRID3
* xyz 0 1
C -4.033 2.377 -2.849
C -4.286 1.393 -1.701
N -4.016 0.013 -2.137
C -4.937 -0.446 -3.190
C -4.213 -0.831 -4.484
C -3.766 -0.903 -1.160
S -3.517 -2.497 -1.504
S -3.662 -0.322 0.503
C -2.653 -1.575 1.290
C -1.135 -1.582 0.955
C -0.672 -0.560 -0.068
C 0.775 -0.774 -0.535
O 1.149 -2.159 -0.520
C 0.454 -2.983 -1.382
Br 1.629 -3.854 -2.691
C 1.061 -0.118 -1.895
N 2.347 -0.577 -2.410
P 1.201 1.747 -1.829
C -0.187 2.488 -0.867
C 0.715 2.214 -3.544
H -3.797 3.352 -2.433
H -4.905 2.498 -3.476
H -3.183 2.058 -3.441
H -5.327 1.504 -1.405
H -3.638 1.674 -0.888
H -5.521 -1.289 -2.846
H -5.637 0.345 -3.433
H -3.205 -0.437 -4.496
H -4.745 -0.453 -5.350
H -4.145 -1.906 -4.595
H -2.801 -1.405 2.350
H -3.051 -2.556 1.085
H -0.601 -1.365 1.876
H -0.865 -2.592 0.686
H -1.306 -0.537 -0.948
H -0.701 0.401 0.422
H 1.437 -0.300 0.185
H 0.034 -3.812 -0.831
H -0.346 -2.485 -1.915
H 0.297 -0.386 -2.625
H 3.096 0.033 -2.102
H 2.340 -0.640 -3.417
H -0.344 3.514 -1.175
H 0.094 2.478 0.178
H -1.120 1.939 -0.955
H 1.342 1.723 -4.276
H -0.305 1.864 -3.717
H 0.700 3.290 -3.655
C 4.427 -1.725 2.273
C 5.621 -0.822 2.063
O 5.048 0.290 1.393
C 3.749 0.369 1.783
O 3.042 1.306 1.613
O 3.362 -0.777 2.395
F 6.555 -1.397 1.265
H 4.252 -2.365 1.407
H 4.502 -2.336 3.169
H 6.093 -0.482 2.984
C 1.953 1.630 5.920
C 2.459 0.581 6.885
O 3.543 0.012 6.173
C 4.021 0.964 5.324
O 5.059 0.901 4.753
O 3.150 1.990 5.223
F 1.536 -0.377 7.135
H 1.236 1.208 5.215
H 1.517 2.495 6.410
H 2.823 0.977 7.835
*
```

=====

# 5
Computed, not measured: an isolated ion of composition C7H10IN2OS and charge +1 in a non-equilibrium geometry, with ωB97M-V/def2-TZVPD.

The value obtained for the total energy is -1152.92527 Eh.

The geometry in ORCA input format:
```
! wB97M-V def2-TZVPD RIJCOSX def2/J DEFGRID3
* xyz 1 1
C 0.777 0.442 -0.139
C 1.578 -0.609 0.593
C -0.413 -1.411 1.156
C 2.564 2.184 -1.363
C -1.093 -2.612 0.597
C 1.407 1.210 -1.380
C -2.562 -2.706 0.057
N 0.947 -1.473 1.258
N -2.933 -1.949 -1.190
O -2.120 -1.069 -1.473
S -0.771 0.169 0.064
I 3.659 -0.433 0.653
H 2.905 2.425 -2.371
H 3.334 1.718 -0.790
H 2.286 3.086 -0.977
H -0.371 -2.989 -0.159
H -0.798 -1.275 2.077
H -1.189 -3.351 1.415
H 1.743 0.418 -2.124
H 0.469 1.659 -1.836
H -3.140 -2.394 0.839
H -2.909 -3.797 -0.040
*
```

=====

# 6
Computed, not measured: C13H27MnN3O6Te as an isolated structure in a non-equilibrium geometry, with ωB97M-V/def2-TZVPD.

The energy relative to the best compared isomer or geometry (same formula, charge and spin) comes out at 0.0 kcal per mole. The value obtained for the total energy is -2544.60924 Eh.

The geometry in ORCA input format:
```
! wB97M-V def2-TZVPD RIJCOSX def2/J DEFGRID3
* xyz 4 2
Mn 0.502 0.070 0.195
O -0.906 0.996 1.462
C -1.694 2.086 0.917
C -2.994 1.354 0.392
N -3.312 1.646 -1.044
C -3.555 2.844 -1.467
C 1.733 3.435 -0.129
O 2.010 4.529 -0.165
O 1.467 2.334 -0.168
C -3.223 0.444 -1.925
C -1.779 0.194 -2.315
O -1.681 -0.408 -3.507
O -0.783 0.444 -1.625
H -0.767 1.141 2.434
H -1.207 2.705 0.182
H -1.958 2.748 1.733
H -3.856 1.714 0.967
H -2.994 0.269 0.502
H -3.734 3.736 -0.828
H -3.575 2.983 -2.559
H -3.897 0.477 -2.778
H -3.596 -0.428 -1.343
C -0.476 -0.010 -6.318
Te 0.074 -0.682 -4.403
C -0.052 -2.822 -4.841
H -1.556 -0.249 -6.372
H 0.085 -0.565 -7.086
H -0.420 1.082 -6.343
H 0.704 -2.928 -5.612
H -1.013 -3.066 -5.287
H 0.247 -3.387 -3.971
C 0.980 -0.564 4.574
N 0.790 -1.016 3.136
C -0.444 -1.883 3.039
C 1.874 -1.127 2.246
O 1.515 -1.151 0.947
N 3.159 -0.955 2.490
C 3.844 -1.391 3.815
C 4.207 -0.625 1.477
H 0.038 -0.295 5.058
H 1.695 0.307 4.605
H 1.488 -1.311 5.192
H -1.386 -1.604 3.518
H -0.348 -2.938 3.456
H -0.646 -1.989 2.004
H 4.769 -1.837 3.429
H 3.337 -2.199 4.323
H 3.993 -0.487 4.414
H 4.891 -1.439 1.337
H 4.690 0.288 1.741
H 3.760 -0.473 0.502
*
```